No. 1
Below is the molecule C5H9NO, with properties calculated with ωB97M-V/def2-TZVPD.

Geometry as XYZ:
```
16
Properties=species:S:1:pos:R:3:forces:R:3:mulliken_charge:R:1
O -1.32868 -1.19297 0.94565 -0.10 -0.19 0.02 -0.47
N 0.95004 -0.10726 -1.64644 -0.10 -0.24 0.37 -0.37
C 2.27890 -0.37754 -2.14381 0.19 -0.03 -0.10 -0.67
C -0.74616 -0.31329 -0.00785 0.06 0.15 -0.20 0.16
C -1.92942 1.07743 1.82200 -0.06 0.01 -0.01 -1.21
C -0.88687 0.07691 1.40077 0.08 0.22 0.13 0.20
C 0.57974 -0.66464 -0.57346 0.03 0.20 -0.21 -0.37
H 2.85434 0.55488 -2.12468 -0.07 -0.14 -0.03 0.24
H -1.43843 0.11721 -0.73119 0.10 -0.03 0.11 0.34
H 1.20073 -1.37133 0.00267 -0.06 0.11 -0.11 0.33
H -2.66826 1.22589 1.02865 0.09 -0.06 0.13 0.32
H 2.82581 -1.14364 -1.57191 -0.11 0.10 -0.05 0.30
H -1.45313 2.04062 2.03450 -0.07 -0.13 -0.03 0.30
H -2.45250 0.74560 2.72397 0.10 0.02 -0.08 0.30
H 0.00397 0.02262 2.03153 -0.13 0.00 -0.11 0.35
H 2.20990 -0.69050 -3.19039 0.04 0.03 0.14 0.24
```
Positions in Å, forces in eV/Å.

Summary:
HOMO-LUMO gap: 11.05 eV
calculated total energy: -8866.84664 eV
strongest force on any atom: 0.455 eV/Å
LUMO energy: 1.2 eV
net charge: 0


No. 2
Below is a structure of composition C8H12F2NO12S3 at a distorted geometry, with properties calculated with ωB97M-V/def2-TZVPD.

Geometry as XYZ:
```
38
Properties=species:S:1:pos:R:3:forces:R:3:mulliken_charge:R:1
S -1.13283 -0.79520 2.35980 -4.92 4.98 2.40 0.89
S 2.63405 -0.21080 2.18304 3.58 4.48 1.28 1.01
S 0.34084 -1.22731 0.86354 3.04 -3.17 -7.17 1.02
F -1.69170 -2.17470 3.08110 1.08 1.23 -1.01 -0.25
F 2.83977 -1.89273 5.32306 -0.74 0.20 -0.48 -0.33
O 3.57109 0.19434 -2.83066 -0.21 -0.06 -0.13 -0.31
O -5.91124 1.99028 -1.70329 0.16 0.27 -0.08 -0.34
O -5.39182 3.73992 -3.02828 -0.01 -0.09 0.08 -0.54
O 3.98585 0.26998 1.72618 -2.72 -1.89 -0.19 -0.72
O 1.63814 -0.80499 -3.37410 0.29 0.12 -0.07 -0.29
O 2.20995 0.72560 3.27755 -0.49 -2.81 -2.06 -0.60
O 0.67617 -2.68320 0.97483 -0.56 2.92 1.78 -0.61
O 2.96860 -1.71814 -1.80336 0.08 -0.03 -0.18 -0.50
O -0.69342 0.13437 3.41568 0.28 -2.94 -1.52 -0.48
O -2.30253 -0.19228 1.65553 2.38 -2.44 0.80 -0.48
O -3.94768 3.03651 -1.44684 -0.44 -0.07 -0.24 -0.33
O -0.38507 -1.06194 -0.43723 0.82 0.93 3.46 -0.58
N 1.64531 -0.18760 0.80767 -1.96 -1.91 2.58 -0.25
C -4.08088 2.14481 -0.33882 0.57 -0.14 0.59 -0.12
C -5.10960 2.99359 -2.14378 0.04 0.24 -0.20 0.65
C 2.03952 -2.16070 4.19294 0.93 -0.81 -1.20 0.17
C 3.07740 0.86555 -3.98313 0.32 0.39 -0.21 -0.33
C 1.62670 0.47059 -4.00380 -0.53 0.20 -0.21 -0.29
C 2.91264 -1.86918 2.90370 -0.03 -0.85 0.93 -0.91
C 2.74794 -0.86170 -2.59155 -0.02 -0.39 0.57 0.62
C -5.13941 1.18945 -0.80673 -0.10 -0.58 0.21 -0.28
H -4.72448 0.34120 -1.35654 0.01 0.07 0.01 0.25
H -4.39077 2.71697 0.53950 -0.02 -0.01 -0.07 0.22
H 0.99935 1.14792 -3.41855 0.06 -0.03 0.02 0.26
H 2.86564 -2.70579 2.16333 -0.37 1.04 0.38 0.43
H -5.75562 0.81447 0.00901 -0.11 0.10 -0.14 0.30
H 1.22538 0.40071 -5.01467 -0.03 -0.18 0.09 0.28
H 1.08859 -1.58789 4.20417 0.75 -0.28 0.35 0.05
H -3.13633 1.64734 -0.12192 0.01 0.13 -0.10 0.19
H 3.62162 0.50733 -4.86210 -0.04 -0.02 0.02 0.26
H 3.97247 -1.86977 3.27359 -0.90 0.53 -0.48 0.44
H 3.21764 1.94249 -3.89468 0.10 -0.09 0.16 0.28
H 1.88873 -3.26949 4.20579 -0.29 0.95 0.06 0.23
```
Positions in Å, forces in eV/Å.

Summary:
HOMO-LUMO gap: 8.49 eV
calculated total energy: -72489.89381 eV
strongest force on any atom: 8.411 eV/Å
LUMO energy: 1.7 eV
net charge: -1


No. 3
Below is a cluster of 8 separate species, C5H28NO8 in total at a distorted geometry, with properties calculated with ωB97M-V/def2-TZVPD.

Geometry as XYZ:
```
42
Properties=species:S:1:pos:R:3:forces:R:3:mulliken_charge:R:1
O -2.76165 -2.76496 0.78875 0.00 0.64 -1.24 -0.51
O 0.73971 -0.65608 4.26862 0.90 1.12 -0.35 -0.59
O -1.68445 2.25601 -0.01713 1.81 0.36 0.72 -0.35
O -1.34936 -2.42993 3.52445 -2.84 1.76 -0.37 -0.59
O 3.44960 2.11451 1.98114 -0.55 0.01 -0.57 -0.62
O 2.58239 -0.01082 -3.23272 0.76 1.09 0.98 -0.65
O 0.57144 1.49178 -3.23198 -0.90 0.47 0.33 -0.53
O -3.47513 -1.65709 -1.18336 2.79 0.00 -0.83 -0.76
N -1.08268 -0.22961 -1.37560 0.63 0.95 -2.02 0.00
C 0.56913 -1.88044 -0.70271 -1.17 -2.67 -0.78 -1.75
C 0.59607 2.17396 -0.41417 0.08 0.75 -1.19 -0.53
C -0.40959 2.51418 0.62080 -1.96 -0.97 -1.11 -0.35
C 0.04291 -0.51741 -0.40459 -2.04 0.74 0.42 0.98
C 1.00958 0.64097 -0.45977 0.72 0.39 -2.21 -0.58
H 1.72325 0.50853 0.29467 1.20 -0.38 1.07 0.80
H 1.49742 0.68559 -1.51382 -0.65 -0.48 1.79 -0.57
H 3.01562 0.72875 -2.73284 -0.36 -0.69 -1.11 0.34
H 0.27983 -2.41568 -1.67895 -0.06 1.33 1.13 0.37
H -0.34998 1.95489 1.60072 -0.12 0.56 -0.19 0.37
H 0.93444 0.86709 -3.84206 0.83 -1.07 -0.44 0.28
H 1.56519 2.76344 -0.36243 -1.39 -0.66 0.02 0.47
H 3.46428 3.05962 1.72075 0.31 -0.99 -0.06 0.33
H -1.49654 -1.46928 3.78316 1.17 -2.18 -0.19 0.30
H -0.42729 -0.63092 0.60934 0.13 0.59 -0.80 0.23
H 3.57664 1.53546 1.20084 0.26 1.00 0.59 0.35
H 0.28940 -2.61663 0.08013 0.07 0.59 -0.39 0.33
H -1.81247 -0.95788 -1.34926 -0.90 0.51 0.34 0.24
H 2.86997 -0.75975 -2.71977 0.33 -0.91 -0.09 0.31
H 1.69144 -0.71371 3.99066 -1.27 0.32 0.67 0.31
H -2.71963 -2.32415 1.60900 0.17 0.81 1.78 0.22
H -2.42282 2.30280 0.58887 -0.93 -0.02 0.83 0.38
H -2.50875 -3.63049 0.97011 0.66 -2.57 0.74 0.29
H -0.44853 -2.68368 3.52770 1.43 0.36 0.44 0.28
H 1.59999 -1.90373 -0.75172 2.38 0.11 0.09 0.51
H 0.36919 2.21211 -3.81474 -0.45 1.01 -0.40 0.22
H -0.73829 -0.28288 -2.40619 -0.35 0.48 2.08 0.51
H 0.08321 2.29584 -1.43301 1.01 0.40 1.40 0.32
H -2.92678 -2.40336 -0.74617 -2.49 1.44 -0.38 0.34
H -4.41098 -1.77651 -1.14232 -0.70 -0.62 0.18 0.29
H -0.63605 3.60195 0.94313 0.82 -0.34 -0.08 0.40
H -1.46026 0.75757 -1.23030 0.13 -1.99 -0.49 0.33
H 0.60052 0.24996 4.64279 0.56 -1.22 -0.30 0.30
```
Positions in Å, forces in eV/Å.

Summary:
HOMO-LUMO gap (alpha / beta): 10.10 / 3.26 eV
calculated total energy: -23488.61152 eV
spin multiplicity: 2
strongest force on any atom: 3.366 eV/Å
LUMO energy (alpha / beta): -6.5 / -13.3 eV
net charge: +2


No. 4
Below is the ion C5H11O2 with charge -1 at a distorted geometry, with properties calculated with ωB97M-V/def2-TZVPD.

Geometry as XYZ:
```
18
Properties=species:S:1:pos:R:3:forces:R:3:mulliken_charge:R:1
O -3.12265 1.77770 -0.81880 -0.77 1.09 -1.64 -0.77
O 2.54766 -0.28701 -1.02753 -1.99 -1.18 1.27 -0.51
C 1.92177 -1.16571 -0.00771 -0.32 0.51 0.83 -0.70
C -2.36894 0.82411 -0.50229 2.80 -0.93 1.95 -0.05
C 0.06520 0.36351 0.87688 -1.29 -1.69 -0.40 -0.13
C -0.54854 1.23327 -0.21696 -2.49 1.30 0.45 -0.84
C 0.35981 -1.13803 0.32936 3.55 2.98 2.59 -0.96
H 1.67399 -0.04572 -1.32767 -0.02 1.34 -1.40 0.34
H -0.28838 -1.54392 -0.34059 -1.75 -0.50 -2.63 0.51
H 0.30318 -1.87129 1.14720 0.19 0.31 0.23 0.33
H 2.10775 -2.15791 -0.27068 0.85 -1.77 -0.49 0.37
H 0.03762 1.15597 -1.10934 0.36 0.18 -0.93 0.08
H -0.84693 2.34004 -0.01070 1.21 -1.79 0.07 0.33
H -0.69968 0.20069 1.72052 1.32 0.74 -0.77 0.25
H -2.43572 0.66324 0.62265 -0.18 -1.32 -0.44 0.06
H -2.21633 -0.12576 -1.16254 -0.64 0.79 0.73 0.09
H 1.08129 0.69117 1.16949 -0.77 0.18 0.63 0.25
H 2.42892 -0.91435 0.92870 -0.06 -0.25 -0.03 0.35
```
Positions in Å, forces in eV/Å.

Summary:
HOMO-LUMO gap: 5.89 eV
calculated total energy: -9455.49612 eV
strongest force on any atom: 5.312 eV/Å
LUMO energy: 3.6 eV
net charge: -1


No. 5
Below is a structure of composition BrClINOS at a distorted geometry, with properties calculated with ωB97M-V/def2-TZVPD.

Geometry as XYZ:
```
6
Properties=species:S:1:pos:R:3:forces:R:3:mulliken_charge:R:1
I 0.86789 1.56470 0.67014 0.57 1.50 0.09 0.84
Br 1.58478 3.74882 1.74969 -0.04 -0.34 0.25 -0.25
Cl 0.67269 -1.44384 1.48370 1.07 -0.24 0.29 -0.02
S -1.35277 -0.39911 -0.16829 0.65 -0.53 0.47 0.06
O 0.86765 2.26869 -0.98742 -0.28 -0.32 -0.44 -0.58
N -0.89050 -1.42003 0.92229 -1.98 -0.07 -0.66 -0.05
```
Positions in Å, forces in eV/Å.

Summary:
HOMO-LUMO gap (alpha / beta): 6.45 / 6.45 eV
calculated total energy: -105032.76386 eV
strongest force on any atom: 2.088 eV/Å
LUMO energy (alpha / beta): -2.6 / -2.6 eV
net charge: 0


No. 6
Below is a cluster of 4 separate species, C2H12O3S in total at a distorted geometry, with properties calculated with ωB97M-V/def2-TZVPD.

Geometry as XYZ:
```
18
Properties=species:S:1:pos:R:3:forces:R:3:mulliken_charge:R:1
S -2.17619 0.41363 -0.63553 -0.80 0.13 -2.50 -0.24
O 1.02666 -0.23233 -2.01290 -3.15 -0.53 0.82 -0.60
O 4.39339 2.59257 3.35122 0.90 -0.46 0.60 -0.62
O 2.20726 2.07604 -0.31495 0.04 2.50 3.03 -0.61
C -1.94783 -2.41087 -0.30364 0.33 -1.58 -0.95 -0.80
C -2.94090 -1.25190 -0.42121 -1.16 0.31 2.41 -0.36
H 3.63652 2.63754 2.79812 -1.01 -0.07 -0.88 0.31
H 1.59497 2.51087 0.35951 1.53 -0.62 -1.20 0.31
H 0.18101 -0.81786 -1.99342 2.37 1.57 -0.12 0.32
H -3.68848 -1.40781 -1.21108 0.68 0.47 -0.29 0.30
H -1.40987 0.79829 0.35919 0.21 -0.82 1.19 0.11
H 4.47676 3.46922 3.70990 0.14 0.52 0.26 0.32
H 1.58417 1.57879 -0.77145 -1.58 -1.97 -1.87 0.30
H 1.71098 -0.70244 -2.45008 0.79 -0.85 -0.62 0.28
H -1.22276 -2.19122 0.50803 -0.33 -0.32 -0.61 0.27
H -1.39039 -2.49863 -1.32188 -0.72 0.15 1.81 0.15
H -2.39915 -3.49541 -0.12059 0.59 2.47 -0.27 0.29
H -3.63617 -1.06846 0.47076 1.19 -0.91 -0.81 0.29
```
Positions in Å, forces in eV/Å.

Summary:
HOMO-LUMO gap: 9.91 eV
calculated total energy: -19245.29360 eV
strongest force on any atom: 3.926 eV/Å
LUMO energy: 0.5 eV
net charge: 0


Look up the net charge of the sixth one. 0


The highest strongest force on any atom belongs to which entry? C8H12F2NO12S3


The highest net charge belongs to which entry? C5H28NO8


Which of these has the highest calculated total energy? C5H9NO